Record 1
ORCA calculation (wB97M-V/def2-TZVPD) on an isolated ion of composition C4H7N4 and charge +1.

The relative energy (zero: lowest compared OMol25 entry of this formula, charge and spin) is 6.318 eV. For the orbital gap (alpha / beta), the calculation gives 0.31561 / 0.31561 hartree. The energy is -375.170326 Ha. The HOMO energy (alpha / beta) comes out at -14.01 / -14.01 eV.

```
! wB97M-V def2-TZVPD RIJCOSX def2/J DEFGRID3
* xyz 1 1
H 2.41663 0.74930 -0.02966
N -0.83049 0.52199 -0.23338
C -0.87481 -0.79736 -0.19714
C 0.40327 1.33655 -0.27468
C 1.40450 -1.04658 0.01793
C -2.13879 -1.19085 -0.02540
H 1.51395 0.51584 1.47520
H -2.61879 -2.21939 0.08446
H 0.74948 1.55781 -1.37091
H 0.35944 2.29167 0.29058
H 1.68050 -1.70449 0.79591
H 1.26981 -1.31426 -1.01296
N 1.53004 0.37291 0.34806
N -2.80999 -0.07200 0.13228
N -2.05477 0.99886 -0.00029
*
```

Results of the Löwdin charge analysis, in e, for atoms 1 through 2: atom 1 (H): 0.18, atom 2 (N): -0.17

***

Record 2
ORCA calculation (wB97M-V/def2-TZVPD) on a 6-piece molecular cluster, C42H99BClF3N7O15P2S2 overall.

For the orbital gap, the calculation gives 0.27594 hartree. The energy is -5434.721992 Ha. The HOMO energy comes out at -10.21 eV.

```
! wB97M-V def2-TZVPD RIJCOSX def2/J DEFGRID3
* xyz 1 1
C 8.11375 -1.97009 -2.10935
H -6.67495 0.51637 7.03193
H 2.77365 -4.56861 -1.90144
O 3.50091 1.62474 -0.71499
H -1.04221 0.29592 -1.59367
C -4.44515 2.62181 -2.43071
C 4.42090 -1.94316 -1.98371
H 1.43166 -0.97775 -3.67829
H 11.95270 -2.78755 -2.92071
H 0.58576 -2.21355 -2.86629
C -11.25308 2.68918 -0.63470
H 14.02648 -4.13302 -3.07997
P 1.02872 -3.88236 -0.55069
O 2.20922 -0.09876 1.19199
C 4.33892 -4.51856 0.09003
O -3.94071 1.66838 -3.36485
H -6.61484 3.27147 2.09033
H 5.72800 -6.16547 0.15753
H -4.49514 0.09702 -2.13472
S 4.12141 0.58946 -1.49323
H -7.46333 3.55190 6.29720
H -3.69205 3.39722 -2.29137
O 3.34029 -5.43372 0.56068
H -6.06652 0.06249 5.44779
H 6.54520 -4.64447 0.45209
H 6.48467 -2.74263 -3.29586
H 1.60662 -3.16125 -4.62311
H -5.34226 3.10137 -2.82329
F 5.23871 1.25455 -3.82509
C 4.33370 -3.10072 0.67079
Cl -2.12475 -0.89472 1.97395
H -8.35774 -0.48843 5.41598
N -9.62660 3.21844 1.17634
H -10.10041 2.55492 1.78527
H -7.96139 0.44106 -3.30370
C -6.72281 0.76889 5.96494
H 9.56003 -0.56897 -1.30422
H -9.35809 1.77023 -0.29868
C -8.14515 0.58512 5.40806
H 1.32645 0.72755 -0.81487
H 2.37398 0.47030 3.25444
H 12.21660 -4.87348 -0.00664
H 4.91399 -1.77865 3.18628
H 6.55484 -1.08274 1.24902
H -9.13433 3.51405 -2.15561
H -3.79144 -0.30835 -3.69672
H 13.86968 -2.63697 -0.33571
N -8.25107 1.06040 4.02550
H 8.33363 -2.91546 -1.59757
H 3.28752 3.34300 1.46759
H -2.66071 3.34536 2.44704
C 1.23193 0.14666 -1.74076
H -10.16776 4.07380 1.28338
H -0.50913 -0.14801 -3.16698
H 3.03934 -2.20367 -4.60074
H -0.87348 -1.81953 -0.82426
H -7.01525 1.90545 -3.13408
H -9.10586 4.74759 -0.88738
O 5.87806 -0.42355 1.04662
H 5.41505 -2.88810 0.66571
H -10.20743 0.88211 5.97302
H 10.54660 -3.45372 -2.10544
H 3.14728 -6.03787 -0.16803
H 1.46209 2.16212 0.98789
H 3.81145 2.04881 2.60201
H -5.96242 1.73309 2.67293
H -5.27024 0.17198 -5.76831
H 11.77604 -5.32028 -2.84851
H 8.21102 -0.92389 -0.19703
H 4.56853 -4.66824 -0.98233
H 0.27216 -2.11016 2.73776
C 8.47839 -0.73776 -1.24200
C 2.12780 -1.48155 0.90023
H -5.24626 3.59048 4.73163
H -11.80548 4.58873 -2.20979
H -5.04263 5.34643 4.88032
H -11.35139 2.47006 -1.70615
H 0.72092 0.27939 2.74261
C 1.66124 2.05438 2.06029
H -6.07241 -0.90228 -3.84644
B 4.60987 -0.92365 1.34811
H -12.85856 5.48685 -1.10187
N 4.41126 -0.97002 2.83117
O -4.02814 4.52745 3.31644
C 6.67322 -1.89720 -2.60602
O 1.82758 -4.63238 -1.74378
H -7.87394 3.50063 -0.92056
C -5.15946 4.52616 4.17163
H -5.76338 3.80370 6.68336
H -9.24799 2.34325 6.09770
C 13.13160 -1.97097 -0.78645
C 3.02277 2.76902 2.36316
C -0.25886 1.88144 -2.77612
H 14.30457 -4.48794 -1.36889
C 5.63443 -5.21344 0.69596
H 4.03903 -2.97283 -2.03045
O -0.53592 -4.24167 -1.01119
C -0.18494 0.39382 -2.26196
H 0.84912 2.51021 2.63602
C 3.36591 -1.11034 -1.13144
O 5.52495 0.75528 -1.27306
H -3.65333 4.23793 0.25929
C -4.53749 2.89542 1.51117
C -0.20729 -1.68638 0.04861
H -0.73012 -3.91674 -1.91031
C 2.34719 -2.73574 -3.93158
F 3.46418 2.24198 -3.33661
C -6.98604 0.82456 -3.00190
C 1.26269 -1.92108 -0.39161
H 4.47083 -1.60604 -3.03651
C 4.06014 1.06009 -3.31396
O 1.84010 -3.83845 2.51114
N 1.92307 -1.22874 -1.60683
C -6.55514 3.05459 6.64426
H -11.70287 1.84675 -0.10187
H 8.75858 -1.92611 -3.00023
H -3.75365 2.48302 3.51911
H -7.59778 0.53705 3.44784
H -0.49319 -2.52126 0.71104
H -11.11333 5.57251 -0.88121
H 2.33123 -1.83556 3.62281
C 11.63325 -3.35280 -2.03500
H -6.70578 2.65532 7.65076
C 3.62112 -1.74125 0.32507
C -11.93420 4.91350 -1.17343
H -9.07538 1.06685 7.31141
H -6.85982 0.61118 -1.93773
H -6.07318 4.70907 3.60210
C -3.70913 3.26940 2.75393
C -8.93477 3.69177 -1.09589
H -4.03142 2.05248 1.02636
P 1.65612 -2.37054 2.51529
H 10.92799 -5.54983 -0.67239
C -9.77695 2.77849 -0.21340
H 2.87564 3.50693 3.15959
F 3.38519 0.25405 -4.14666
O -0.68290 0.64227 0.60544
O 5.73543 -1.95898 -1.52838
C -0.81516 -0.49443 0.75450
C -9.22345 1.26392 6.24743
H 13.47550 -1.63811 -1.76939
N -5.94862 0.67327 -5.20026
H -7.88644 2.01073 3.99997
H -5.60141 1.63004 -5.19722
H 13.03489 -1.09936 -0.13893
S -0.38938 3.16063 -1.49950
H 4.73810 -0.10954 3.25490
H 14.07027 -5.79922 -2.50692
C 1.72741 0.51975 2.36684
C 13.74513 -4.78973 -2.25394
H -4.90968 4.82860 1.05581
H -6.40068 1.93695 0.97593
C -5.87943 0.17499 -3.82365
O 11.86347 -2.60344 -0.85542
C -4.49005 0.37411 -3.19841
N 11.93698 -5.47757 -0.77642
H 2.93637 -3.58277 -3.58167
C 1.59732 -1.79423 -2.96940
H 1.78895 0.77682 -2.44986
H 0.55722 2.07643 -3.48932
O -6.15603 2.04781 5.72982
H -4.65422 2.16620 -1.45955
H 6.57187 -0.96958 -3.19424
H -1.17887 1.93670 -3.37441
C 12.23711 -4.76729 -2.02396
H 7.96710 0.15764 -1.61179
H 4.16459 -3.26487 1.74952
H 5.50107 -5.40935 1.76254
O -12.03506 3.81587 -0.28384
C -5.95826 2.43938 1.83842
H 0.87990 3.28017 -1.03933
N -4.59995 4.00209 0.54923
*
```

Results of the Löwdin charge analysis, in e, for atoms 1 through 2: atom 1 (C): -0.21, atom 2 (H): 0.12

***

Record 3
ORCA calculation (wB97M-V/def2-TZVPD) on C26H19CuF12N4O2Se as an isolated structure.

The relative energy (zero: lowest compared OMol25 entry of this formula, charge and spin) is 0.000 eV. Its expectation value of S² is 0.753. For the orbital gap (alpha / beta), the calculation gives 0.18080 / 0.17813 hartree. The energy is -6612.099410 Ha. The HOMO energy (alpha / beta) comes out at -3.84 / -3.76 eV.

```
! wB97M-V def2-TZVPD RIJCOSX def2/J DEFGRID3
* xyz -1 2
Se -8.85226 -6.36936 11.07251
C -11.27436 -10.29651 13.31650
H -17.61360 -9.26534 8.28898
C -15.58243 -9.48087 9.01384
C -8.57705 -3.61533 13.93273
H -11.78477 -6.50689 7.83401
C -16.93450 -9.79139 8.95457
C -17.47179 -10.78842 9.80375
C -12.16072 -9.90649 14.37463
H -11.46966 -9.10668 16.29832
H -17.07600 -12.03121 11.48968
H -19.28656 -11.22397 8.66262
F -15.97848 -10.40204 6.33332
C -15.89202 -7.41274 7.46051
F -11.92810 -11.39845 9.08182
F -9.85564 -11.91933 9.26049
H -11.66212 -6.06651 14.43906
C -10.79391 -5.41785 14.35141
C -14.82363 -9.71784 6.68844
C -14.75618 -10.05182 10.04892
C -16.65694 -11.43083 10.74903
H -19.54522 -10.35289 10.17141
H -7.62093 -3.10664 13.79132
C -13.85773 -9.41445 12.70104
F -14.37329 -9.10725 5.55866
F -16.10112 -6.71633 8.58845
C -8.94690 -4.55645 12.90605
N -11.40732 -6.85264 8.71097
H -19.15656 -12.08703 10.19808
C -15.30420 -11.16206 10.73028
C -9.15485 -10.29681 11.31604
C -12.98486 -9.74290 11.66363
C -15.01238 -8.66721 7.86711
C -10.37434 -4.56512 15.33771
O -13.76844 -8.04797 8.06486
N -13.51397 -9.60045 10.37249
C -9.26495 -3.66343 15.12060
F -8.79423 -11.47779 11.94588
H -10.42301 -7.02286 8.64982
F -8.39519 -10.09438 10.24906
C -10.92964 -11.57376 10.00102
H -11.06394 -10.80054 16.02549
F -11.24334 -12.66032 10.79888
C -10.63940 -10.24332 10.81473
H -11.59171 -6.19481 9.45603
C -11.84226 -10.06225 15.86343
H -10.83508 -4.58529 16.30798
N -10.31623 -6.39009 12.14982
H -14.62444 -11.76636 11.30455
H -8.99330 -2.97341 15.93894
F -8.89425 -9.28195 12.25477
H -14.11269 -9.12294 14.84003
O -10.69822 -9.16879 9.98237
C -10.13921 -5.44567 13.09671
N -8.23223 -4.89692 11.84284
H -14.86739 -9.19147 12.43033
F -13.91526 -10.62278 7.10742
C -13.44360 -9.45120 14.01818
F -15.23639 -6.61942 6.55511
C -11.62580 -10.07010 11.99467
F -17.12806 -7.68020 6.95473
C -18.92269 -11.14190 9.70114
H -10.33610 -10.78346 13.57255
Cu -12.41081 -8.59549 9.21693
H -12.73527 -10.35508 16.41838
*
```

Results of the Löwdin charge analysis, in e, for atoms 1 through 2: atom 1 (Se): 1.15, atom 2 (C): 0.01

***

Record 4
ORCA calculation (wB97M-V/def2-TZVPD) on C20H30N10O2PdSSe as an isolated structure.

The relative energy (zero: lowest compared OMol25 entry of this formula, charge and spin) is 0.028 eV. For the orbital gap, the calculation gives 0.10203 hartree. The energy is -4405.682889 Ha. The HOMO energy comes out at 1.09 eV.

```
! wB97M-V def2-TZVPD RIJCOSX def2/J DEFGRID3
* xyz -2 1
H -2.42408 -2.11305 4.06244
Pd -0.39687 0.32052 0.55533
H -0.79586 -0.64909 -1.98992
C -3.03224 -4.07148 0.35992
N 2.25793 1.10706 -4.13946
N -2.32950 3.23197 -2.31748
H -3.45131 -4.95798 -0.10185
H -1.42763 1.98485 2.63422
H 0.80815 2.94356 0.50955
H -0.00337 -2.49106 3.33163
H -5.33074 4.03761 -2.88608
H -1.36869 -3.15071 5.03092
H -3.69462 -0.79316 -1.87339
C 2.22166 2.99474 -2.60167
C -3.83240 -2.97009 0.64600
C -1.67348 -3.99838 0.65297
S 1.10317 -0.23501 2.17229
H -2.45219 2.99787 -1.32138
C 1.14516 2.61982 -0.46641
H 1.96767 4.47744 -1.01837
H -2.79965 -0.38989 -3.99770
Se 1.77678 -0.67315 -4.00847
C -1.92432 -1.74689 1.54930
N -0.73327 0.55152 4.07496
C -0.43311 -0.53152 3.12290
C 1.31704 0.78916 -1.94984
C -3.29227 1.04926 -0.93667
H -3.90566 -0.96908 1.44152
H -1.72049 1.57099 -4.79090
H 0.25016 2.15917 3.17338
H -3.69795 1.02653 -3.49057
H -2.34516 3.99612 -4.68441
O -4.47928 1.46880 -1.10039
C -1.12355 -2.86190 1.22490
H -3.99814 4.47403 -4.73641
H -0.57782 3.23925 -3.51157
N 1.09044 -0.46475 -2.30605
H -1.07097 2.59316 4.27488
O -2.44601 1.57124 -0.17943
N -4.53383 3.83824 -2.30423
C 1.78579 3.45244 -1.32594
C -3.36689 3.68294 -2.95956
N -1.65152 -0.76494 -1.43843
N -1.47310 -0.53824 2.07595
C -0.75510 1.89266 3.49529
H -0.56879 2.27417 -2.07140
H 2.72095 3.65672 -3.30007
C -1.18365 2.54580 -2.92153
H -4.89007 -2.99097 0.40347
N 0.87391 1.29456 -0.77740
C -2.85249 -0.09482 -1.87572
H -1.79165 -1.74048 -1.22273
C -3.29169 -1.83782 1.23338
H -0.65719 0.66953 -3.76114
C 1.99182 1.66128 -2.95849
N -3.26613 3.96424 -4.28096
C -2.77403 0.46554 -3.31537
H -4.66984 3.03662 -1.62372
H -0.04885 -2.77961 1.33501
C -1.50314 -2.13177 4.66174
H -1.68764 0.36023 4.37060
N -0.30545 -1.73884 3.93126
C -1.55092 1.29725 -3.74318
H -1.63921 -1.48156 5.52936
H -1.02269 -4.82765 0.39572
*
```

Results of the Löwdin charge analysis, in e, for atoms 1 through 2: atom 1 (H): 0.07, atom 2 (Pd): 0.69